DFT (the ωB97M-V functional and the def2-TZVPD basis) results for a molecular structure, C30H43BrLaN6O8 in a non-equilibrium geometry.

```
89
Properties=species:S:1:pos:R:3:forces:R:3
La 0.00414 0.00836 -0.70998 -0.394 0.018 0.960
C 0.24214 -0.83953 -6.44889 -0.017 -0.016 0.108
N 0.81459 -0.34918 -5.16722 0.342 -0.634 -1.394
C 2.06290 0.44573 -5.32679 -1.107 -0.740 0.313
C 0.22971 -0.56102 -4.01721 -0.888 -0.556 -1.199
O 0.70153 -0.14722 -2.94898 0.460 0.370 0.768
C -1.08411 -1.38910 -4.05628 1.308 -0.102 0.235
O -1.57322 -1.51514 -2.74474 0.514 -0.264 -0.219
C -2.97538 -1.50717 -2.60410 0.283 -0.340 1.166
C -3.25422 -0.50275 -1.49790 -1.144 1.874 0.079
O -2.36276 0.37520 -1.26970 -0.822 -1.103 0.465
N -4.48326 -0.41095 -0.95550 2.398 0.279 0.405
C -4.76757 0.69646 -0.01384 1.077 -0.712 0.585
C -5.59548 -1.21953 -1.32691 -0.403 -1.119 -0.017
H -0.63365 -0.26847 -6.70112 -0.353 0.450 -0.163
H -0.06574 -1.89282 -6.51602 0.467 0.188 0.572
H 0.98834 -0.66511 -7.20918 0.093 -0.026 -0.192
H 2.34533 0.75868 -4.35310 0.511 0.363 0.690
H 1.81103 1.28626 -5.93272 -0.023 0.711 -0.444
H 2.84318 -0.12322 -5.81146 0.062 -0.318 -0.018
H -0.78598 -2.35651 -4.48850 -0.335 0.000 0.189
H -1.80871 -0.93720 -4.71911 -0.192 0.266 -0.224
H -3.35406 -2.49512 -2.30776 0.151 0.126 -0.356
H -3.43451 -1.16583 -3.51691 -0.485 0.051 -0.338
H -4.78520 1.61233 -0.58698 0.373 0.450 0.222
H -4.04791 0.67458 0.86298 -0.717 0.334 -1.305
H -5.75249 0.54036 0.37491 -0.528 -0.173 0.234
H -5.90479 -2.01498 -0.61835 0.204 0.811 -0.057
H -5.46127 -1.68458 -2.26647 0.626 -0.782 -0.985
H -6.36849 -0.54804 -1.58289 -1.388 0.628 0.344
C -2.38409 -3.77324 1.96339 0.656 0.385 1.129
N -1.04400 -4.07512 1.40893 -0.961 0.150 -0.168
C -0.38859 -5.34483 1.78830 0.950 1.224 -1.247
C -0.53726 -3.19272 0.55048 0.470 -1.151 1.427
O -1.02203 -2.07903 0.31932 -0.703 0.809 -0.125
C 0.74648 -3.59289 -0.09832 -0.313 0.729 -0.523
O 1.11022 -2.50471 -0.95338 1.044 -0.777 -0.035
C 2.53304 -2.47837 -1.09759 0.157 -0.009 0.024
C 3.10455 -1.52763 -0.05389 -1.792 0.581 0.332
O 2.28916 -0.72130 0.45370 -0.563 0.408 -0.287
N 4.33378 -1.59900 0.34362 1.562 -1.469 -0.841
C 4.78444 -0.90376 1.51186 -1.382 1.768 1.751
C 5.24035 -2.59504 -0.27623 -1.439 -0.721 0.791
H -3.01664 -3.49407 1.15975 -0.726 0.238 -0.681
H -2.33427 -2.92786 2.67445 0.123 -0.269 -0.401
H -2.83851 -4.59382 2.52352 0.471 -0.207 -0.380
H -0.58592 -6.16723 1.09099 -0.491 0.045 0.579
H -0.59853 -5.45280 2.81852 -0.571 -0.930 0.862
H 0.68950 -5.18631 1.76373 0.030 -0.074 0.001
H 0.55664 -4.48871 -0.66217 0.062 -0.485 -0.616
H 1.51937 -3.85208 0.61798 0.167 0.372 0.218
H 2.77280 -2.14019 -2.09062 0.061 0.247 -0.497
H 2.96302 -3.47086 -0.98906 -0.063 -0.123 -0.071
H 4.19222 0.05828 1.58275 0.693 -1.096 -0.001
H 5.81873 -0.61425 1.43437 0.370 -0.256 -0.031
H 4.56943 -1.46522 2.47575 0.432 0.416 -1.241
H 4.96274 -3.61514 0.08397 0.135 0.600 -0.708
H 6.19912 -2.43470 0.09736 1.612 0.427 0.664
H 5.31368 -2.47733 -1.34532 -0.339 -0.208 -0.348
C -0.20316 3.13183 -2.93328 0.705 -0.060 -0.491
O -0.13769 2.68203 -1.56225 -0.013 -0.055 -0.716
C 0.06300 3.64068 -0.58113 0.129 0.600 0.298
C 0.24086 4.99973 -0.79473 -0.384 -1.018 0.420
C 0.43427 5.85126 0.31020 0.475 0.268 -1.551
Br 0.74373 7.67901 -0.06862 -0.147 -0.148 0.224
C 0.52133 5.34100 1.55518 -0.449 -0.149 0.649
C 0.32248 3.96899 1.78909 -0.136 0.203 0.609
C 0.06341 3.07352 0.72300 0.210 1.075 -0.044
O -0.17086 1.79754 0.81946 0.116 -1.102 0.642
C 0.32191 3.57533 3.20461 -0.421 -0.934 -0.583
N -0.13172 2.38468 3.61159 0.557 0.498 0.344
C 0.09516 2.18899 4.95759 -0.025 -0.003 1.433
C -0.21207 1.17076 5.89398 0.259 1.334 -0.797
C 0.08536 1.42415 7.20897 0.056 -0.778 0.133
C 0.70518 2.60434 7.62156 0.381 0.856 1.210
C 1.02090 3.61658 6.75154 -0.594 -0.386 -1.397
C 0.68151 3.36795 5.40365 -0.013 0.379 0.601
N 0.74843 4.21400 4.29575 0.437 -0.238 -0.227
H 0.79996 3.50650 -3.27070 -0.965 -0.074 0.384
H -1.00490 3.84930 -3.10865 0.219 0.311 0.380
H -0.47092 2.28881 -3.58256 0.211 -0.132 0.534
H 0.16669 5.39537 -1.78613 0.123 0.282 -0.311
H 0.60163 6.01060 2.39729 0.212 0.122 0.032
H -0.50640 1.76320 2.95673 -0.553 -1.171 -1.076
H -0.71238 0.28450 5.60949 -0.360 -0.808 -0.282
H -0.15123 0.63791 7.92562 0.071 0.372 -0.014
H 0.92000 2.81024 8.68228 -0.184 -0.495 -0.547
H 1.43080 4.56715 7.04619 0.142 0.042 0.201
H 1.24123 5.07947 4.28887 0.211 0.556 -0.056
```
Positions in Å, forces in eV/Å.

The calculation puts the HOMO-LUMO gap at 7.88 eV. Its strongest force on any atom is 2.85 eV/Å. The net charge is +3.

Results of the Löwdin charge analysis, in e, for atoms 1 through 4: 2.350, 0.008, -0.084, 0.035


DFT (the ωB97M-V functional and the def2-TZVPD basis) results for 19 unconnected molecules or ions with the total composition C12H67N3O22PS in a non-equilibrium geometry.

```
106
Properties=species:S:1:pos:R:3:forces:R:3
C 3.64497 2.33880 1.23040 0.270 -0.947 -1.050
C 4.06139 2.35993 -0.38939 1.129 0.617 1.669
O 3.30540 1.24612 -1.00099 -2.688 2.786 -0.038
P 1.71554 1.81404 -1.55424 0.587 -0.427 -5.051
O 1.79393 1.78283 -3.14352 -0.460 0.420 5.695
C 0.44865 0.48808 -1.02286 -0.581 -1.272 1.105
C 0.16059 0.40281 0.58852 1.277 0.646 0.125
C -0.27552 -1.07659 1.14242 0.535 1.464 1.034
S -1.83968 -1.77076 0.29129 0.861 0.182 -0.063
C -1.30050 -2.39998 -1.40457 0.990 -0.300 -1.596
C -2.00771 -3.84110 -1.81607 -0.134 0.481 -0.491
C -1.93682 -3.90439 -3.48393 1.047 0.362 0.859
O -2.87079 -2.94344 -4.11434 1.752 -0.213 0.208
C -3.06494 -0.35946 0.17344 -1.523 1.082 -0.001
C -3.89231 -0.26571 -1.23742 -2.190 1.277 -0.314
N -4.42190 -1.58082 -1.76383 1.061 1.452 0.401
N -5.13779 0.59601 -0.94003 1.265 -1.034 0.768
N -3.11109 0.54658 -2.29070 -0.639 0.043 1.385
O 1.26475 3.35373 -0.87973 0.893 -3.290 -1.614
C 0.30498 4.08242 -1.72121 -2.249 1.866 0.553
C -1.02460 4.42765 -0.76696 1.188 -0.678 -0.836
H 4.47723 2.85499 1.87227 -1.870 -0.922 -1.116
H 3.56785 1.17826 1.49944 0.415 2.603 -0.325
H 2.56783 2.77528 1.37414 2.219 -0.478 -0.247
H 3.87386 3.40522 -0.89038 0.083 -2.167 0.890
H 5.22397 2.13796 -0.54404 -2.646 0.254 0.354
H 0.84772 -0.57773 -1.35975 -0.495 2.452 0.371
H -0.57356 0.65771 -1.56841 2.086 -0.078 0.665
H -0.57504 1.27555 0.89337 1.318 -2.056 -0.453
H 1.19374 0.66864 1.12443 -2.252 -0.770 -0.907
H -0.55465 -0.93371 2.29345 0.337 -0.464 -2.698
H 0.58703 -1.87606 1.10235 -1.816 1.534 -0.349
H -1.46360 -1.55595 -2.23096 -0.013 -1.817 2.006
H -0.12231 -2.56066 -1.36118 -2.705 0.432 0.220
H -3.11758 -3.92209 -1.44124 2.228 0.340 -0.852
H -1.39979 -4.74430 -1.37330 -1.061 1.860 -0.876
H -0.81444 -3.59382 -3.74680 -2.465 -1.018 0.412
H -2.17822 -5.00707 -3.80652 0.393 2.328 0.431
H -2.37073 -2.19154 -4.54872 -0.658 -1.585 0.874
H -3.87765 -0.55099 1.02686 1.977 0.124 -1.981
H -2.62119 0.70726 0.40054 -0.447 -2.332 -0.464
H -5.13517 -2.00772 -1.13353 0.687 0.793 -0.887
H -4.77697 -1.41674 -2.73093 0.237 -0.459 1.236
H -4.83126 1.38199 -0.32620 -0.755 -0.684 -0.520
H -5.82110 0.00506 -0.40664 1.062 1.109 -0.267
H -3.76883 0.87125 -3.05689 0.726 -0.777 1.369
H -2.86277 1.45157 -1.79014 -0.381 -1.419 -0.857
H 0.76833 5.13672 -2.01028 -0.676 -2.600 0.338
H -0.11732 3.48438 -2.63337 1.439 1.129 1.567
H -1.45633 5.43666 -1.17677 0.471 -2.312 1.107
H -1.74015 3.50460 -0.88870 0.970 2.015 0.258
H -0.72323 4.48478 0.36226 -0.498 0.162 -2.212
O 1.20098 -2.47939 -2.91516 0.297 0.028 -0.372
H 1.95141 -3.09141 -2.94970 0.238 -0.050 -0.002
H 1.28429 -1.96055 -3.72931 0.063 -0.004 0.263
O -3.34979 6.28547 -0.32680 -0.281 0.181 -0.094
H -3.75719 7.10503 -0.64503 -0.104 -0.326 0.176
H -3.75633 6.14360 0.54129 0.069 0.177 0.018
O 3.87989 -4.32098 -3.29414 -0.117 0.023 -0.492
H 3.83531 -4.49009 -4.24720 0.020 0.019 0.335
H 4.82149 -4.41172 -3.08402 -0.071 0.024 0.348
O 6.09892 -0.04451 1.17451 -0.001 0.284 -0.339
H 5.40371 -0.18253 0.51379 0.357 -0.157 0.196
H 6.43406 0.84359 0.97977 -0.019 -0.306 0.129
O 6.19180 -5.03321 -1.18752 -0.309 0.432 -0.130
H 7.05493 -4.76280 -0.83997 -0.426 -0.218 -0.136
H 5.58996 -4.91556 -0.43724 0.385 -0.144 -0.218
O -2.01748 0.45760 3.40424 0.125 -0.282 0.073
H -2.24041 -0.38170 3.83411 0.092 0.204 0.085
H -1.20542 0.74089 3.85065 -0.304 0.022 -0.029
O -0.62011 -2.85112 4.22684 -0.369 0.464 -0.056
H -0.66469 -3.02023 3.27377 0.380 0.013 0.323
H 0.32149 -2.94186 4.43696 -0.269 0.116 -0.184
O 8.41103 -2.24494 0.30256 0.078 0.282 -0.047
H 7.69112 -1.69254 0.64241 0.017 -0.066 -0.012
H 9.03453 -1.60861 -0.07863 -0.195 -0.320 0.116
O -4.00820 6.31932 2.92678 0.097 0.022 0.193
H -3.14507 6.58973 3.27433 -0.282 -0.092 0.051
H -4.61004 6.43697 3.67707 0.229 -0.025 -0.297
O -2.09536 7.02099 5.44729 0.354 0.176 0.167
H -1.82982 6.64730 6.30096 -0.155 0.075 -0.300
H -1.53813 7.80810 5.35272 -0.218 -0.224 0.044
O -1.70108 -5.66196 4.18182 -0.140 0.134 -0.486
H -2.39629 -5.79998 3.52109 0.219 -0.120 0.296
H -1.36594 -4.77386 3.98708 -0.255 -0.044 0.356
O 0.97391 -4.56728 3.15318 0.106 -0.512 -0.318
H 1.04614 -5.29751 2.52035 0.111 0.172 0.259
H 0.61664 -4.98396 3.95175 0.144 -0.179 -0.264
O -3.11137 8.94750 0.51327 0.574 0.183 0.114
H -2.62426 9.50464 1.13876 -0.295 -0.090 -0.240
H -2.42768 8.38547 0.11871 -0.178 0.089 0.218
O 3.35179 -1.52717 0.78565 -0.310 0.073 -0.287
H 2.98178 -2.15418 0.14622 0.307 0.129 0.090
H 3.50312 -0.72389 0.26525 -0.260 -0.135 -0.053
O 7.80464 -5.66898 0.95026 0.404 0.136 0.489
H 8.07018 -6.04268 1.80393 -0.093 0.093 -0.320
H 8.36187 -4.88188 0.85569 -0.051 -0.059 0.144
O -5.91748 0.22735 1.89779 0.322 -0.460 0.324
H -6.14041 -0.61195 2.32767 -0.110 0.290 0.008
H -5.10542 0.51065 2.34421 -0.329 0.140 0.059
O -8.22751 -1.12664 -1.85236 0.219 0.024 0.536
H -7.36437 -0.85623 -1.50481 -0.338 0.061 -0.305
H -8.82935 -1.00899 -1.10207 0.097 -0.032 -0.309
O 5.40279 -0.27276 -3.06934 0.044 0.472 0.147
H 4.68288 0.27964 -2.72949 0.029 -0.125 -0.158
H 6.02629 0.36357 -3.45053 -0.201 -0.280 0.058
```
Positions in Å, forces in eV/Å.

The calculation puts the HOMO-LUMO gap at 9.78 eV. Its strongest force on any atom is 5.73 eV/Å. The net charge is +1.

Results of the Löwdin charge analysis, in e, for atoms 1 through 4: -0.084, -0.260, -0.323, 0.792


DFT (the ωB97M-V functional and the def2-TZVPD basis) results for a gas-phase ion, C10H10N (charge +1) in a non-equilibrium geometry.

```
21
Properties=species:S:1:pos:R:3:forces:R:3
C 0.21287 -1.68768 -2.91131 1.085 -0.302 0.831
C 0.63663 -1.48022 -1.80546 -0.596 1.513 0.147
C 0.92485 -0.94043 -0.47747 -3.347 1.069 -0.716
C -0.34028 0.25695 0.11948 2.744 -2.219 0.491
C -0.20109 1.62192 -0.13545 -0.037 -0.846 -0.345
C -1.13441 2.52121 0.37670 0.459 0.121 -0.537
C -2.18008 2.03341 1.12949 1.803 -0.283 -1.073
C -2.25942 0.70989 1.39609 0.157 -1.807 1.060
C -1.26749 -0.25314 1.00534 -1.187 6.223 -1.858
C 1.62743 -1.93137 0.32025 0.084 4.577 5.503
N 2.39084 -0.75240 -0.23270 -0.664 0.007 -0.469
H 0.15021 -2.05204 -3.89043 -0.565 -0.154 -0.851
H 0.63583 1.81841 -0.76589 0.310 1.022 -0.406
H -1.16471 3.59928 0.23142 0.747 -0.257 -0.358
H -2.82135 2.74065 1.52272 -1.622 0.985 0.778
H -3.09691 0.48253 2.04418 0.150 -0.843 -0.005
H -1.37172 -1.18499 1.27443 -0.321 -4.895 1.311
H 1.70000 -1.72992 1.44364 -0.800 -0.897 -1.497
H 1.89118 -2.86009 0.03433 0.866 -2.797 -1.398
H 2.65076 0.08153 0.27770 0.038 -0.258 0.633
H 3.01689 -0.99348 -0.95706 0.696 0.043 -1.243
```
Positions in Å, forces in eV/Å.

The calculation puts the HOMO-LUMO gap at 9.72 eV. Its strongest force on any atom is 7.16 eV/Å. The net charge is +1. As for the structure (SMILES): C#C[C@@]1(c2ccccc2)C[NH2+]1.

Results of the natural (NBO) charge analysis, in e, for atoms 1 through 4: -0.055, -0.150, 0.059, 0.090